A structure of composition C2H2CsFO. Source: the Open Molecules 2025 dataset; level of theory: ωB97M-V/def2-TZVPD.

Summary:
Relative energy (zero: lowest compared OMol25 entry of this formula, charge and spin) ... 0.0000 eV
HOMO-LUMO gap ... 5.20 eV
Energy ... -7417.8603 eV
Highest occupied orbital energy ... -5.970 eV

Geometry as XYZ:
```
7
Properties=species:S:1:pos:R:3:forces:R:3
C -0.312 -0.690 -0.471 0.52 0.26 0.02
H -1.011 -1.201 -1.165 0.09 -0.23 0.41
C -0.871 0.361 0.168 -0.33 0.10 -0.60
H -1.893 0.727 0.070 0.44 -0.07 0.05
Cs 3.179 0.582 1.017 -1.02 -0.42 -0.44
F -0.017 1.289 0.784 0.17 -0.02 0.47
O 0.925 -1.068 -0.403 0.13 0.39 0.09
```
Positions in Å, forces in eV/Å.

An isolated molecule of C2H2F2. Source: the Open Molecules 2025 dataset; level of theory: ωB97M-V/def2-TZVPD.

Summary:
Structure (SMILES) ... F/C=C\F
Relative energy (zero: lowest compared OMol25 entry of this formula, charge and spin) ... 0.5234 eV
HOMO-LUMO gap ... 10.82 eV
Energy ... -7540.0151 eV
Highest occupied orbital energy ... -9.742 eV

Geometry as XYZ:
```
6
Properties=species:S:1:pos:R:3:forces:R:3
F 1.455 0.836 -0.153 1.56 0.93 0.31
C -0.489 -0.235 0.382 0.49 0.49 -1.04
H 0.367 -0.097 -1.533 -0.22 -0.24 -1.71
F -0.306 0.039 1.674 -0.01 0.11 0.29
H -1.427 -0.719 0.163 0.09 -0.18 -0.11
C 0.400 0.177 -0.533 -1.91 -1.11 2.27
```
Positions in Å, forces in eV/Å.

A structure of composition C2H2F2MgOTl. Source: the Open Molecules 2025 dataset; level of theory: ωB97M-V/def2-TZVPD.

Summary:
HOMO-LUMO gap (alpha / beta) ... 4.25 / 4.08 eV
Energy ... -19722.0301 eV
Spin multiplicity ... 2
Highest occupied orbital energy (alpha / beta) ... -5.887 / -5.886 eV

Geometry as XYZ:
```
9
Properties=species:S:1:pos:R:3:forces:R:3
H 0.385 -0.403 -1.427 -0.03 -0.02 0.34
Mg 3.576 -0.017 -0.170 -0.62 0.25 0.11
C 0.516 -0.136 -0.362 -0.68 0.56 0.07
O 1.709 0.184 0.059 0.56 -0.47 -0.13
C -0.606 0.015 0.385 0.66 -0.37 0.57
F -1.582 3.017 0.184 0.17 -0.62 0.07
Tl -1.473 -2.562 0.110 0.33 -1.70 0.28
H -0.715 0.328 1.440 -0.11 0.15 -1.11
F -1.811 -0.426 -0.219 -0.28 2.21 -0.20
```
Positions in Å, forces in eV/Å.

A structure of composition C2H2F2NOS. Source: the Open Molecules 2025 dataset; level of theory: ωB97M-V/def2-TZVPD.

Summary:
Relative energy (zero: lowest compared OMol25 entry of this formula, charge and spin) ... 0.0000 eV
HOMO-LUMO gap ... 7.90 eV
Energy ... -21915.5648 eV
Highest occupied orbital energy ... -4.123 eV
Net charge ... -1

Geometry as XYZ:
```
9
Properties=species:S:1:pos:R:3:forces:R:3
F 1.776 0.494 -0.383 0.32 -0.03 -1.32
H 0.283 -1.321 0.418 0.64 -1.69 -0.39
F 1.577 0.616 1.699 0.93 -0.97 1.96
S -1.791 -1.873 -1.249 0.13 -0.19 0.05
C -1.310 -0.302 -0.908 0.38 -1.19 0.91
N -0.137 -0.449 0.555 -1.88 2.59 -1.47
H 0.419 1.529 0.669 -1.41 1.53 -1.31
O -1.613 0.749 -1.370 0.90 0.51 0.94
C 0.795 0.558 0.569 -0.01 -0.55 0.64
```
Positions in Å, forces in eV/Å.

A cluster of 2 separate species, C2H2F2O2 in total. Source: the Open Molecules 2025 dataset; level of theory: ωB97M-V/def2-TZVPD.

Summary:
Relative energy (zero: lowest compared OMol25 entry of this formula, charge and spin) ... 2.5878 eV
HOMO-LUMO gap ... 9.65 eV
Energy ... -11633.6584 eV
Highest occupied orbital energy ... -9.147 eV

Geometry as XYZ:
```
8
Properties=species:S:1:pos:R:3:forces:R:3
O -2.861 0.276 1.189 -0.15 -0.70 -2.34
H 0.579 0.717 1.069 0.26 0.59 1.59
C -2.406 -0.048 0.130 4.44 0.66 2.38
F -0.111 -1.452 0.678 0.81 1.15 -0.97
H -0.243 -0.550 -1.159 0.21 -1.14 -3.14
F -2.976 -0.229 -1.032 -1.23 -0.02 -0.41
C -0.182 -0.374 -0.170 -3.52 1.26 3.78
O 0.588 0.701 0.128 -0.82 -1.80 -0.89
```
Positions in Å, forces in eV/Å.

A cluster of 2 separate species, C2H2F2O2S in total. Source: the Open Molecules 2025 dataset; level of theory: ωB97M-V/def2-TZVPD.

Summary:
Relative energy (zero: lowest compared OMol25 entry of this formula, charge and spin) ... 3.4725 eV
HOMO-LUMO gap (alpha / beta) ... 9.07 / 7.15 eV
Energy ... -22466.3326 eV
Highest occupied orbital energy (alpha / beta) ... -10.907 / -10.318 eV

Geometry as XYZ:
```
9
Properties=species:S:1:pos:R:3:forces:R:3
S -1.772 -0.323 -0.150 1.80 -2.88 -1.49
H 2.847 0.516 0.297 0.86 0.86 -0.35
O -2.675 0.454 0.625 -0.20 -0.19 0.54
F -1.449 -1.963 0.538 -0.50 2.69 -0.30
H 1.850 -0.852 0.568 -0.74 -2.19 0.71
O -2.101 -0.757 -1.498 0.32 0.98 1.33
C 1.864 0.120 0.242 0.94 0.73 0.22
C 0.850 0.842 -0.031 -2.59 -0.13 -1.01
F 0.587 1.964 -0.593 0.13 0.13 0.36
```
Positions in Å, forces in eV/Å.

A structure of composition C2H2F2O2V. Source: the Open Molecules 2025 dataset; level of theory: ωB97M-V/def2-TZVPD.

Summary:
HOMO-LUMO gap (alpha / beta) ... 6.61 / 6.68 eV
Energy ... -37292.0966 eV
Spin multiplicity ... 4
Highest occupied orbital energy (alpha / beta) ... -18.347 / -18.392 eV
Net charge ... +2

Geometry as XYZ:
```
9
Properties=species:S:1:pos:R:3:forces:R:3
F 0.483 0.794 -1.021 -0.47 -0.63 0.71
C 0.994 -1.249 -0.190 3.87 -1.88 0.51
H -0.757 -2.397 0.422 0.06 -0.12 -0.97
V -1.061 1.237 1.583 -0.08 0.05 -1.36
O -1.063 -0.342 0.429 2.02 -4.06 3.75
O -0.938 0.728 -0.837 -0.15 3.07 -2.46
C -0.287 -1.415 0.337 -4.26 2.33 1.66
H 1.150 -1.475 -1.248 0.74 0.32 -0.11
F 2.038 -1.312 0.589 -1.73 0.92 -1.72
```
Positions in Å, forces in eV/Å.

A cluster of 2 separate species, C2H2F2O3 in total. Source: the Open Molecules 2025 dataset; level of theory: ωB97M-V/def2-TZVPD.

Summary:
Relative energy (zero: lowest compared OMol25 entry of this formula, charge and spin) ... 2.8123 eV
HOMO-LUMO gap ... 10.62 eV
Energy ... -13681.5597 eV
Highest occupied orbital energy ... -10.005 eV

Geometry as XYZ:
```
9
Properties=species:S:1:pos:R:3:forces:R:3
O 0.996 0.649 -1.761 0.05 0.02 -1.28
O -0.972 -0.942 -0.032 -0.35 -0.97 0.98
O -1.384 1.167 0.743 0.46 -1.50 0.11
C 1.110 -0.307 -0.924 0.72 -0.90 -0.40
F 1.292 0.134 0.325 0.79 0.98 0.07
H 1.237 1.588 -1.687 -0.14 0.08 1.14
C -1.051 0.035 0.874 -0.15 -0.85 1.05
H -0.561 -1.787 0.369 -0.89 2.04 -0.77
F -0.668 -0.538 2.093 -0.49 1.10 -0.90
```
Positions in Å, forces in eV/Å.